Formula: C31H44F5N3O5SbW
Source: the OMol25 dataset
Level of theory: ωB97M-V/def2-TZVPD

Last column: Mulliken charge in e.
Geometry (Å):
W1 0.75 -0.67 -0.52  0.458
O1 -2.90 -2.01 -1.42  -0.591
C1 -1.75 -2.08 -1.06  0.037
O2 -0.75 -1.39 -1.57  0.291
C2 -1.28 -2.88 0.11  0.510
C3 -1.96 -3.84 0.83  -0.912
C4 -1.38 -4.30 2.01  -0.432
C5 -0.18 -3.75 2.46  -0.723
C6 0.44 -2.81 1.66  0.821
N1 -0.09 -2.44 0.50  0.541
C7 1.62 -1.92 1.96  -0.109
O3 1.99 -1.63 3.07  -0.668
O4 2.09 -1.43 0.83  -0.169
H1 -2.92 -4.20 0.49  0.603
H2 -1.88 -5.06 2.60  0.507
H3 0.26 -4.04 3.40  0.616
C8 -2.34 1.71 -5.40  -0.847
C9 -0.84 1.44 -5.45  -1.240
N2 -0.29 0.80 -4.25  0.399
C10 0.08 -0.62 -4.43  0.152
C11 -1.11 -1.52 -4.73  -1.276
C12 0.02 1.49 -3.15  0.860
C13 -0.07 3.00 -3.22  -1.910
N3 0.54 0.98 -2.05  -0.043
H4 -2.66 2.22 -6.30  0.452
H5 -2.60 2.34 -4.55  0.110
H6 -2.90 0.78 -5.32  0.283
H7 -0.28 2.35 -5.67  0.624
H8 -0.63 0.76 -6.28  0.487
H9 0.62 -0.94 -3.55  -0.542
H10 0.77 -0.65 -5.27  0.495
H11 -1.83 -1.51 -3.92  0.178
H12 -0.76 -2.54 -4.87  0.438
H13 -1.61 -1.23 -5.65  0.435
H14 0.88 3.40 -3.56  0.305
H15 -0.28 3.40 -2.23  0.462
H16 -0.84 3.36 -3.90  0.468
H17 0.90 1.76 -1.51  -0.026
C14 -1.98 -0.19 5.91  -1.309
C15 -0.96 0.84 5.88  1.130
C16 -1.28 2.19 6.33  -1.232
C17 0.37 0.53 5.39  -1.029
Sb1 -0.42 0.74 1.10  -0.081
C18 -4.65 1.08 -0.67  1.050
C19 -4.42 2.08 0.37  -1.149
C20 -3.91 1.17 -1.92  -0.703
C21 -5.58 0.00 -0.46  -1.335
C22 3.41 2.12 2.40  1.123
C23 3.89 1.23 3.44  -1.103
C24 3.52 1.68 1.02  -0.434
C25 2.77 3.39 2.70  -1.242
H18 -2.15 -0.41 6.98  0.421
H19 -1.70 -1.11 5.41  0.335
H20 -2.94 0.20 5.56  0.432
H21 -0.49 2.60 6.96  0.390
H22 -2.26 2.28 6.79  0.406
H23 -1.26 2.81 5.41  0.348
H24 0.67 -0.49 5.66  0.454
H25 1.13 1.26 5.66  0.424
H26 0.31 0.49 4.28  0.091
H27 -3.45 1.81 0.84  0.128
H28 -5.19 2.08 1.13  0.421
H29 -4.26 3.07 -0.04  0.361
H30 -3.83 2.20 -2.27  0.543
H31 -4.26 0.49 -2.69  0.416
H32 -2.88 0.86 -1.65  -0.046
H33 -5.86 -0.15 0.58  0.450
H34 -5.27 -0.92 -0.96  0.328
H35 -6.49 0.33 -1.00  0.398
H36 4.85 0.79 3.15  0.396
H37 3.22 0.35 3.42  0.137
H38 3.94 1.67 4.43  0.449
H39 3.45 0.60 0.92  -0.195
H40 4.56 1.94 0.74  0.476
H41 2.87 2.21 0.32  0.276
H42 2.93 3.74 3.72  0.428
H43 1.70 3.20 2.52  0.234
H44 3.05 4.15 1.96  0.386
F1 6.13 -4.46 -1.94  -0.268
C26 5.26 -3.48 -1.79  0.647
C27 3.90 -3.74 -1.88  0.060
F2 3.46 -4.97 -2.10  -0.274
C28 3.01 -2.69 -1.72  0.117
F3 1.66 -2.93 -1.72  -0.229
C29 3.42 -1.39 -1.49  0.338
O5 2.50 -0.40 -1.36  -0.784
C30 4.78 -1.15 -1.38  0.089
F4 5.21 0.08 -1.11  -0.337
C31 5.69 -2.18 -1.53  0.286
F5 6.99 -1.93 -1.42  -0.266

- DFT total energy (Ha) = -2553.77998
- HOMO (alpha / beta) (Ha) = -0.536 / -0.536
- multiplicity = 1
- charge = +3
- E_LUMO (alpha / beta) (eV) = -9.5 / -9.5

Formula: C31H45AlClF5PS
Source: the OMol25 dataset
Level of theory: ωB97M-V/def2-TZVPD

Last column: Mulliken charge in e.
Geometry (Å):
Al1 -0.86 0.75 3.41  0.345
Cl1 -2.56 0.64 2.06  -0.418
P1 -0.34 0.37 -1.15  0.255
C1 -1.05 2.56 3.92  -0.928
H1 -0.36 3.21 4.48  0.215
H2 -2.02 3.08 3.81  0.246
C2 1.08 -0.57 -1.97  0.031
C3 -0.31 2.14 -1.78  -0.122
C4 2.43 0.03 -1.54  -0.465
H3 0.98 -1.56 -1.48  0.505
C5 3.60 -0.87 -1.97  -0.747
H4 2.56 1.03 -1.99  0.158
H5 2.46 0.18 -0.45  -0.081
C6 3.54 -1.25 -3.46  -0.706
H6 4.54 -0.36 -1.75  0.391
H7 3.58 -1.78 -1.36  0.312
C7 2.16 -1.74 -3.90  -1.026
H8 3.83 -0.38 -4.06  0.320
H9 4.29 -2.03 -3.66  0.385
C8 1.02 -0.80 -3.48  -0.136
H10 2.14 -1.87 -4.99  0.383
H11 1.97 -2.73 -3.46  0.384
H12 1.13 0.15 -4.01  0.080
H13 0.06 -1.23 -3.78  0.005
C9 -1.93 -0.38 -1.82  0.229
C10 0.28 2.39 -3.17  -0.523
H14 -1.39 2.40 -1.81  0.742
C11 0.11 3.87 -3.55  -1.022
H15 1.35 2.13 -3.17  0.170
H16 -0.21 1.76 -3.93  0.155
C12 0.71 4.82 -2.51  -0.720
H17 0.57 4.04 -4.53  0.385
H18 -0.96 4.07 -3.66  0.368
C13 0.25 4.51 -1.08  -0.883
H19 1.80 4.76 -2.56  0.293
H20 0.44 5.85 -2.77  0.405
C14 0.36 3.03 -0.72  -0.366
H21 0.83 5.11 -0.36  0.344
H22 -0.80 4.81 -0.97  0.384
H23 1.43 2.75 -0.64  0.280
H24 -0.09 2.85 0.27  0.163
C15 -1.91 -1.91 -1.75  0.277
H25 -2.65 -0.01 -1.06  0.543
C16 -3.28 -2.50 -2.12  -0.633
H26 -1.15 -2.31 -2.44  0.247
H27 -1.62 -2.23 -0.74  -1.056
C17 -3.80 -1.99 -3.46  -0.701
H28 -3.20 -3.60 -2.14  0.377
H29 -3.99 -2.25 -1.32  0.351
C18 -3.74 -0.46 -3.59  -1.005
H30 -3.22 -2.45 -4.27  0.313
H31 -4.84 -2.32 -3.59  0.348
C19 -2.37 0.13 -3.20  -0.310
H32 -3.97 -0.17 -4.62  0.383
H33 -4.50 -0.01 -2.94  0.404
H34 -1.62 -0.16 -3.96  0.039
H35 -2.44 1.22 -3.21  0.245
C20 -0.43 -2.01 2.54  -0.616
C21 -0.72 -1.36 3.67  0.938
H36 0.41 -1.66 1.93  0.427
C22 -2.02 -1.74 4.44  -0.823
H37 0.13 -1.13 4.36  -0.237
C23 -2.35 -3.23 4.34  -0.863
H38 -1.90 -1.46 5.49  0.412
H39 -2.87 -1.16 4.04  0.290
C24 -2.26 -3.79 2.92  -0.790
H40 -1.65 -3.80 4.97  0.348
H41 -3.34 -3.44 4.76  0.390
C25 -1.09 -3.25 2.06  0.086
H42 -2.14 -4.88 2.99  0.308
H43 -3.20 -3.59 2.39  0.323
H44 -0.33 -4.04 1.98  0.383
H45 -1.44 -3.10 1.03  -0.495
F1 4.14 0.34 7.52  -0.325
C26 3.67 0.55 6.28  0.336
C27 3.20 1.82 5.93  0.353
F2 3.28 2.85 6.80  -0.315
C28 2.61 2.00 4.68  -0.174
F3 2.32 3.25 4.27  -0.321
C29 2.36 0.89 3.83  0.206
S1 1.32 1.00 2.45  -0.142
C30 3.05 -0.30 4.12  0.032
F4 3.09 -1.29 3.19  -0.326
C31 3.67 -0.49 5.35  0.313
F5 4.20 -1.68 5.67  -0.327

- energy relative to the best compared isomer or geometry (same formula, charge and spin) (eV) = 3.855
- DFT total energy (Ha) = -3149.73010
- HOMO (alpha / beta) (Ha) = -0.124 / -0.045
- multiplicity = 1
- charge = -1
- E_LUMO (alpha / beta) (eV) = 2.5 / 1.7

Formula: C31H45BrEuN2P2
Source: the OMol25 dataset
Level of theory: ωB97M-V/def2-TZVPD

Last column: Mulliken charge in e.
Geometry (Å):
C1 -1.23 6.40 -3.15  -0.340
C2 -1.53 5.04 -3.34  0.509
C3 -1.71 4.59 -4.66  -0.401
C4 -1.59 5.50 -5.72  -0.337
N1 -1.31 6.79 -5.51  -0.515
C5 -1.13 7.24 -4.27  -0.352
C6 -1.57 4.13 -2.23  0.459
C7 -1.31 3.21 -1.44  -1.016
C8 -0.49 2.15 -0.91  0.291
C9 0.43 2.41 0.14  -1.144
C10 1.10 1.35 0.76  -0.369
C11 1.01 0.08 0.18  -0.246
C12 -0.10 -0.22 -0.62  0.603
C13 -0.84 0.81 -1.21  -0.384
Eu1 -2.06 2.08 1.06  1.191
P1 2.29 -1.17 0.40  0.815
H1 -1.89 3.54 -4.87  0.414
H2 -1.04 6.80 -2.16  0.413
H3 -1.72 5.17 -6.75  0.374
H4 -0.89 8.30 -4.14  0.373
H5 -1.60 0.60 -1.96  0.543
H6 0.57 3.45 0.46  0.440
H7 -0.41 -1.25 -0.77  -0.087
H8 1.70 1.54 1.66  0.333
C14 1.50 -2.26 1.58  0.196
C15 2.07 -3.66 1.73  -1.383
H9 0.43 -2.29 1.32  0.177
H10 1.54 -1.71 2.53  0.109
H11 1.96 -4.00 2.77  0.436
H12 1.53 -4.37 1.09  0.350
H13 3.14 -3.72 1.47  0.316
C16 2.63 -1.84 -1.23  -0.317
C17 3.17 -0.86 -2.26  -1.331
H14 1.69 -2.28 -1.56  0.213
H15 3.34 -2.66 -1.06  0.689
H16 3.05 -1.29 -3.26  0.429
H17 2.65 0.11 -2.27  0.281
H18 4.24 -0.68 -2.12  0.365
C18 3.74 -0.35 1.05  -0.399
C19 4.95 -1.23 1.35  -1.320
H19 3.43 0.22 1.95  0.392
H20 4.01 0.38 0.28  0.460
H21 5.78 -0.60 1.69  0.411
H22 4.76 -1.96 2.15  0.334
H23 5.30 -1.75 0.45  0.362
Br1 -2.26 -0.61 1.76  -0.529
P2 -2.94 -3.61 -1.82  -0.137
C20 -1.12 -3.78 -1.70  0.637
C21 -0.72 -5.23 -1.94  -1.409
H24 -0.84 -3.45 -0.69  -0.609
H25 -0.65 -3.10 -2.43  0.403
H26 0.36 -5.31 -2.12  0.376
H27 -0.98 -5.85 -1.08  0.332
H28 -1.24 -5.64 -2.82  0.405
C22 -3.40 -3.42 -0.06  0.326
C23 -4.79 -4.02 0.13  -1.356
H29 -3.33 -2.37 0.25  -0.367
H30 -2.65 -3.98 0.52  0.395
H31 -5.04 -4.08 1.19  0.382
H32 -5.55 -3.41 -0.38  0.325
H33 -4.81 -5.03 -0.30  0.367
C24 -3.13 -1.93 -2.51  0.815
C25 -3.33 -2.04 -4.02  -1.346
H34 -2.23 -1.35 -2.24  -1.099
H35 -3.99 -1.48 -2.00  0.552
H36 -3.65 -1.07 -4.43  0.408
H37 -2.41 -2.34 -4.52  0.332
H38 -4.11 -2.78 -4.24  0.377
C26 1.87 3.01 7.20  -1.319
C27 1.16 2.58 5.94  0.925
C28 1.24 1.26 5.48  -0.726
C29 0.63 0.91 4.27  -0.340
N2 -0.08 1.79 3.53  -0.086
C30 -0.17 3.06 3.97  0.051
C31 0.41 3.49 5.18  -0.827
H39 1.51 2.44 8.07  0.347
H40 2.96 2.85 7.13  0.327
H41 1.70 4.08 7.39  0.351
H42 1.80 0.49 6.02  0.433
H43 0.70 -0.10 3.86  0.455
H44 -0.75 3.75 3.33  0.143
H45 0.28 4.53 5.48  0.348

- energy relative to the best compared isomer or geometry (same formula, charge and spin) (eV) = 0.000
- DFT total energy (Ha) = -5284.24726
- HOMO (alpha / beta) (Ha) = -0.442 / -0.442
- multiplicity = 8
- charge = +2
- E_LUMO (alpha / beta) (eV) = -6.7 / -6.7
- <S²> = 15.76

Formula: C31H45Cl2N4O2PPtS2
Source: the OMol25 dataset
Level of theory: ωB97M-V/def2-TZVPD

Last column: Mulliken charge in e.
Geometry (Å):
Pt1 -1.69 0.27 1.18  -0.548
S1 -3.05 -0.72 -0.36  -0.345
C1 -3.69 -2.11 0.51  0.618
C2 -4.84 -2.70 -0.09  -0.394
N1 -5.75 -3.18 -0.60  -0.350
C3 -3.09 -2.56 1.61  0.937
S2 -1.73 -1.70 2.31  -0.230
C4 -3.49 -3.74 2.29  -0.425
N2 -3.82 -4.70 2.85  -0.345
C5 -0.40 4.45 0.87  -1.596
C6 -1.36 3.34 0.60  0.595
O1 -0.93 2.15 0.53  -0.279
N3 -2.63 3.62 0.40  0.105
C7 -3.62 2.62 0.05  -1.464
C8 -4.18 1.95 1.28  1.508
C9 -5.41 2.34 1.76  -0.937
C10 -5.90 1.82 2.95  -0.547
C11 -5.11 0.94 3.65  -1.128
C12 -3.89 0.57 3.13  0.142
N4 -3.43 1.04 1.95  0.747
H1 0.60 4.06 0.95  0.217
H2 -0.67 4.95 1.81  0.427
H3 -0.45 5.20 0.08  0.457
H4 -2.93 4.58 0.51  0.298
H5 -3.16 1.90 -0.63  -0.059
H6 -4.42 3.11 -0.49  0.662
H7 -5.99 3.06 1.19  0.546
H8 -6.87 2.12 3.32  0.458
H9 -5.42 0.51 4.60  0.519
H10 -3.24 -0.13 3.65  0.448
Cl1 -0.41 1.62 3.62  0.036
C13 -0.66 1.31 5.38  -0.518
Cl2 -1.39 -0.25 5.68  -0.088
H11 -1.31 2.10 5.75  0.337
H12 0.32 1.36 5.84  0.415
O2 0.12 -0.31 0.60  1.172
P1 1.25 -0.84 -0.33  -0.677
C14 1.17 -0.06 -1.97  1.408
C15 1.93 1.27 -2.11  -0.196
C16 1.41 2.10 -3.29  -0.903
C17 0.90 1.19 -4.40  -0.875
C18 -0.35 0.45 -3.92  -1.117
C19 -0.29 0.13 -2.41  -0.273
C20 1.08 -2.65 -0.37  0.241
C21 2.32 -3.46 -0.80  -1.232
C22 2.46 -3.62 -2.31  -0.412
C23 1.19 -4.22 -2.91  -1.142
C24 -0.03 -3.37 -2.58  -0.033
C25 -0.19 -3.16 -1.07  -0.029
C26 2.80 -0.51 0.57  0.243
C27 2.79 0.81 1.36  -0.331
C28 4.09 0.93 2.14  -0.859
C29 5.34 0.84 1.23  -0.814
C30 4.98 0.57 -0.22  -1.022
C31 4.07 -0.65 -0.33  -1.033
H13 1.61 -0.81 -2.64  0.608
H14 2.99 1.06 -2.26  0.195
H15 1.85 1.85 -1.19  -0.357
H16 2.20 2.76 -3.65  0.606
H17 0.59 2.75 -2.96  0.207
H18 1.68 0.48 -4.68  0.309
H19 0.67 1.76 -5.30  0.545
H20 -0.49 -0.48 -4.49  0.319
H21 -1.24 1.06 -4.11  0.438
H22 -0.89 -0.75 -2.20  0.108
H23 -0.71 0.95 -1.83  -0.024
H24 0.95 -2.82 0.71  0.586
H25 2.20 -4.46 -0.37  0.599
H26 3.23 -3.05 -0.37  0.229
H27 3.31 -4.26 -2.52  0.402
H28 2.68 -2.66 -2.79  0.197
H29 1.05 -5.23 -2.51  0.376
H30 1.29 -4.33 -3.99  0.504
H31 -0.94 -3.85 -2.96  0.571
H32 0.04 -2.41 -3.10  -0.326
H33 -0.44 -4.12 -0.61  0.756
H34 -1.03 -2.50 -0.86  -0.980
H35 2.80 -1.31 1.31  0.828
H36 1.94 0.81 2.04  -0.182
H37 2.67 1.66 0.69  0.160
H38 4.12 0.14 2.90  0.351
H39 4.09 1.87 2.69  0.431
H40 6.00 0.05 1.59  0.321
H41 5.92 1.76 1.29  0.404
H42 5.88 0.39 -0.81  0.546
H43 4.49 1.44 -0.66  0.175
H44 4.63 -1.53 0.01  0.504
H45 3.81 -0.85 -1.37  0.256

- DFT total energy (Ha) = -3754.72110
- HOMO (Ha) = -0.520
- multiplicity = 1
- charge = +2
- E_LUMO (eV) = -8.2

Formula: C31H45InN7OS3Si4Te
Source: the OMol25 dataset
Level of theory: ωB97M-V/def2-TZVPD

Last column: Mulliken charge in e.
Geometry (Å):
In1 -0.46 -0.69 -0.68  0.949
C1 -3.67 -2.82 1.37  -1.694
C2 -2.33 -2.19 1.19  0.643
N1 -1.50 -2.54 0.25  0.901
N2 -1.84 -3.54 -0.59  -1.482
C3 -1.08 -3.70 -1.63  0.590
N3 -1.38 -4.76 -2.45  -0.486
S1 0.28 -2.74 -2.12  -0.462
C4 -1.89 -1.09 2.01  0.637
C5 -2.61 -0.60 3.10  -1.123
C6 -2.08 0.39 3.89  -1.019
C7 -0.82 0.93 3.58  -0.578
C8 -0.21 0.47 2.43  -0.537
N4 -0.69 -0.52 1.67  0.326
H1 -3.78 -3.61 0.63  0.417
H2 -4.45 -2.08 1.22  0.347
H3 -3.78 -3.26 2.36  0.359
H4 -2.33 -5.10 -2.36  0.243
H5 -1.03 -4.68 -3.39  0.236
H6 -3.59 -1.01 3.31  0.452
H7 -2.62 0.75 4.76  0.519
H8 -0.36 1.69 4.19  0.739
H9 0.73 0.89 2.09  0.644
O1 2.24 2.16 -0.43  0.030
C9 3.23 1.33 -0.98  -1.293
C10 3.19 -0.13 -0.54  0.925
C11 4.31 -0.92 -0.77  -0.874
C12 4.32 -2.24 -0.35  -0.358
C13 3.21 -2.72 0.33  -1.008
C14 2.14 -1.87 0.51  0.101
N5 2.11 -0.61 0.07  0.209
H10 1.39 1.92 -0.82  -0.126
H11 4.19 1.74 -0.67  0.510
H12 3.18 1.35 -2.07  0.281
H13 5.17 -0.48 -1.27  0.452
H14 5.17 -2.87 -0.55  0.413
H15 3.17 -3.74 0.69  0.456
H16 1.25 -2.21 1.02  0.288
S2 -2.81 0.18 -1.29  -0.419
C15 -2.49 0.77 -2.90  0.675
C16 -3.60 0.93 -3.74  -1.077
C17 -3.49 1.43 -5.03  0.526
C18 -4.65 1.57 -5.84  -0.124
N6 -5.60 1.67 -6.48  -0.552
C19 -2.22 1.78 -5.52  0.263
C20 -1.11 1.60 -4.70  -1.033
C21 -1.22 1.11 -3.40  0.910
S3 0.28 0.99 -2.51  -0.430
C22 -2.06 2.32 -6.83  -0.116
N7 -1.93 2.77 -7.87  -0.550
H17 -4.57 0.67 -3.36  0.521
H18 -0.13 1.85 -5.07  0.519
C23 2.36 7.32 2.73  -0.892
Si1 2.26 6.15 1.24  0.541
C24 1.21 7.03 -0.06  -1.099
C25 4.00 5.96 0.52  -1.058
Si2 0.60 4.59 4.18  -0.247
Te1 1.35 3.91 1.86  -0.029
Si3 1.79 3.45 5.81  0.436
C26 2.16 4.65 7.25  -1.182
C27 3.45 2.94 5.04  -1.078
C28 1.06 1.88 6.61  -1.145
Si4 -1.60 5.29 4.28  0.548
C29 -2.88 4.26 5.24  -1.139
C30 -2.26 5.50 2.51  -0.879
C31 -1.62 6.99 5.14  -1.218
H19 2.82 8.27 2.43  0.370
H20 2.96 6.89 3.54  0.261
H21 1.37 7.52 3.13  0.080
H22 1.69 7.96 -0.40  0.349
H23 0.22 7.27 0.33  0.280
H24 1.07 6.39 -0.94  0.260
H25 4.41 6.92 0.19  0.351
H26 3.98 5.29 -0.34  0.260
H27 4.69 5.54 1.26  0.258
H28 2.61 5.57 6.88  0.284
H29 2.83 4.20 7.98  0.348
H30 1.23 4.92 7.77  0.286
H31 3.91 3.78 4.52  0.240
H32 3.29 2.16 4.29  0.221
H33 4.16 2.56 5.78  0.356
H34 0.13 2.11 7.14  0.290
H35 1.76 1.44 7.34  0.402
H36 0.84 1.13 5.86  0.305
H37 -3.22 3.40 4.65  0.204
H38 -3.77 4.84 5.50  0.418
H39 -2.46 3.87 6.17  0.314
H40 -2.26 4.54 2.00  0.221
H41 -1.62 6.17 1.94  0.048
H42 -3.28 5.89 2.49  0.347
H43 -1.24 6.91 6.16  0.282
H44 -2.63 7.41 5.20  0.389
H45 -1.00 7.71 4.61  0.275

- energy relative to the best compared isomer or geometry (same formula, charge and spin) (eV) = 2.876
- DFT total energy (Ha) = -4477.69656
- HOMO (Ha) = -0.097
- multiplicity = 1
- charge = -1
- E_LUMO (eV) = 0.6